Here is a single C23H26N2O4 molecule in a non-equilibrium geometry from the OMol25 dataset. Energies are from ωB97M-V/def2-TZVPD.

```
! RIJCOSX wB97M-V def2-TZVPD def2/J DEFGRID3
* xyz 0 1
C -1.108 -6.184 -4.092
C -0.622 -4.754 -4.075
O 0.515 -4.469 -4.384
C -1.596 -3.715 -3.666
C -1.184 -2.384 -3.703
C -2.026 -1.353 -3.338
C -3.321 -1.642 -2.918
O -4.249 -0.722 -2.537
C -3.895 0.639 -2.516
C -2.844 0.947 -1.498
C -2.519 0.362 -0.310
C -1.422 1.134 0.159
C -0.812 0.928 1.506
O -1.559 0.562 2.403
N 0.508 1.117 1.685
C 1.407 1.536 0.634
C 2.519 2.503 1.066
C 3.758 1.768 1.576
C 3.563 1.256 2.997
C 3.347 2.457 3.913
C 2.033 3.134 3.531
C 2.054 3.573 2.062
C 0.893 2.175 3.851
C 0.999 0.882 3.038
C 2.397 0.268 3.110
N -1.151 2.093 -0.691
O -2.021 1.985 -1.722
C -3.745 -2.973 -2.877
C -2.898 -3.993 -3.246
H -1.406 -6.488 -3.091
H -0.305 -6.830 -4.438
H -1.963 -6.282 -4.757
H -0.176 -2.172 -4.029
H -1.663 -0.339 -3.386
H -3.560 0.987 -3.503
H -4.822 1.164 -2.261
H -2.971 -0.477 0.173
H 0.806 2.032 -0.128
H 1.874 0.651 0.179
H 2.810 3.024 0.145
H 3.996 0.942 0.902
H 4.609 2.454 1.566
H 4.475 0.729 3.301
H 3.307 2.138 4.957
H 4.181 3.154 3.807
H 1.901 4.034 4.143
H 1.060 3.921 1.773
H 2.737 4.423 1.980
H -0.074 2.636 3.646
H 0.923 1.927 4.914
H 0.291 0.160 3.466
H 2.495 -0.507 2.347
H 2.471 -0.225 4.083
H -4.752 -3.175 -2.549
H -3.258 -5.009 -3.200
*
```

Output
* relative energy (zero: lowest compared OMol25 entry of this formula, charge and spin): 3.175 eV
* structure (SMILES): CC(=O)c1ccc(OCc2cc(C(=O)N3C[C@@H]4C[C@H]5C[C@@H](C4)C[C@@H]3C5)no2)cc1
* HOMO-LUMO gap: 9.5 eV

Table of natural (NBO) atomic charges, one value per atom, all in e:
1. C -0.717
2. C 0.577
3. O -0.544
4. C -0.205
5. C -0.133
6. C -0.267
7. C 0.310
8. O -0.475
9. C -0.114
10. C 0.279
11. C -0.311
12. C 0.060
13. C 0.651
14. O -0.620
15. N -0.421
16. C -0.238
17. C -0.217
18. C -0.399
19. C -0.221
20. C -0.403
21. C -0.209
22. C -0.413
23. C -0.410
24. C -0.046
25. C -0.419
26. N -0.126
27. O -0.266
28. C -0.254
29. C -0.161
30. H 0.230
31. H 0.239
32. H 0.229
33. H 0.238
34. H 0.215
35. H 0.202
36. H 0.226
37. H 0.257
38. H 0.252
39. H 0.187
40. H 0.219
41. H 0.204
42. H 0.206
43. H 0.211
44. H 0.205
45. H 0.205
46. H 0.212
47. H 0.213
48. H 0.211
49. H 0.220
50. H 0.208
51. H 0.247
52. H 0.213
53. H 0.220
54. H 0.226
55. H 0.218